<P>
The following is a DFT calculation (ωB97M-V/def2-TZVPD) of a cluster of 2 separate species, C4H12BNS in total.

Structure (XYZ):
```
19
C4H12BNS (ωB97M-V/def2-TZVPD)
C -0.54600 1.43920 1.00383
N -0.95803 0.44677 1.74247
C -1.97467 -0.49459 1.50708
H 0.26057 2.08719 1.24163
H -1.05171 1.58292 -0.02001
H -1.49968 -1.55864 1.41353
H -2.55225 -0.63850 2.37366
H -2.51561 -0.45412 0.59436
C 0.36983 0.85320 -2.58195
B 1.04657 0.26790 -1.26726
S 0.55917 -1.36349 -0.71122
C 1.45322 -1.54411 0.85926
H 1.07679 1.08706 -3.40528
H -0.15513 1.77603 -2.63572
H -0.39191 0.25748 -3.09164
H 1.84515 0.88763 -0.56157
H 2.59666 -1.49635 0.75000
H 1.03713 -2.48816 1.28978
H 1.39991 -0.64741 1.49907
```

HOMO level in eV: -9.26
Total charge: 0
Orbital gap in eV: 9.9

Results of the Löwdin charge analysis, in e, for atoms 1 through 4: C -0.06; N -0.10; C -0.18; H 0.06

<Q>
The following is a DFT calculation (ωB97M-V/def2-TZVPD) of a cluster of 2 separate species, C4H12BNS in total.

Structure (XYZ):
```
19
C4H12BNS (ωB97M-V/def2-TZVPD)
B -0.74800 0.39419 0.63033
C -0.88168 -0.28848 2.00265
C 1.67244 1.31979 -1.01538
C 2.29445 0.94354 1.25169
C -3.40147 0.26216 0.07765
N 1.53976 0.42232 0.09279
S -1.81604 0.68749 -0.66103
H -1.99924 -0.05192 2.43544
H -0.07952 -0.07180 2.75976
H -0.98274 -1.39582 1.93674
H 2.78826 1.15907 -1.30129
H 1.16119 0.80304 -1.79604
H 1.19896 2.28325 -0.84968
H 1.88262 1.87014 1.60996
H 2.19809 0.29754 2.10184
H 3.49816 0.92496 0.97382
H -4.17089 0.46760 -0.64010
H -3.69356 0.70014 1.11097
H -3.54596 -0.83999 0.15912
```

HOMO level in eV: -7.44
Total charge: 0
Orbital gap in eV: 7.8

Results of the Löwdin charge analysis, in e, for atoms 1 through 4: B -0.54; C -0.11; C -0.25; C -0.21

Most stable of them? <P>.

<P>
The following is a DFT calculation (ωB97M-V/def2-TZVPD) of a cluster of 11 separate species, C44H121N11O11 in total.

Structure (XYZ):
```
187
C44H121N11O11 (ωB97M-V/def2-TZVPD)
C 22.17989 10.42456 7.08678
O 21.40988 11.11967 8.06117
C 21.94947 12.37593 8.38654
C 23.36738 12.36593 9.07407
C 23.23520 11.52666 10.32026
N 23.77638 13.69058 9.46070
H 21.77482 9.43310 6.87536
H 23.13696 10.19702 7.56652
H 22.25651 10.96844 6.14455
H 22.07629 13.03500 7.51854
H 21.25094 12.79922 9.10947
H 24.07029 11.91315 8.37065
H 22.56683 11.99696 11.04956
H 24.15358 11.41315 10.90570
H 22.87274 10.51177 10.14253
H 23.11672 14.15468 10.08203
H 23.77593 14.35115 8.66054
C 28.43263 12.64586 0.97946
O 27.35179 12.75071 0.04874
C 27.75299 13.18604 -1.24321
C 26.84735 12.52750 -2.24130
C 27.04455 11.01286 -2.35297
N 26.89813 13.17966 -3.56157
H 28.76078 13.65213 1.25106
H 29.18731 11.96484 0.58993
H 27.97857 12.24448 1.88758
H 27.59905 14.26615 -1.33948
H 28.80023 12.93656 -1.44736
H 25.81807 12.61401 -1.87183
H 26.83545 10.48428 -1.41771
H 28.11989 10.80075 -2.42619
H 26.47127 10.60097 -3.17868
H 26.24932 12.62555 -4.11480
H 27.78098 13.03282 -4.04492
C 30.25994 9.00309 9.29007
O 31.11203 10.07894 8.94561
C 30.89152 11.21059 9.81325
C 31.64832 11.03952 11.12334
C 31.30512 12.20997 12.05990
N 33.09290 10.98475 10.95456
H 29.25015 9.23854 8.92653
H 30.21723 8.81971 10.36442
H 30.51777 8.08597 8.75922
H 31.20675 12.03803 9.17323
H 29.80908 11.35193 9.91899
H 31.36121 10.12015 11.63452
H 31.48878 13.19382 11.62175
H 31.83443 12.18073 13.00871
H 30.22504 12.14906 12.23321
H 33.42909 11.62652 10.24592
H 33.33357 10.05030 10.63943
C 26.44966 15.43004 4.16787
O 25.83075 14.50718 5.07024
C 26.22738 14.73410 6.40614
C 25.53817 15.90090 7.12553
C 26.01944 16.07011 8.55140
N 24.08162 15.52436 7.16120
H 25.80736 15.39378 3.28963
H 27.42086 15.08203 3.80503
H 26.50301 16.41821 4.61665
H 26.11773 13.84580 7.03188
H 27.29623 14.98862 6.38730
H 25.64337 16.81267 6.53419
H 25.24463 16.52686 9.16521
H 26.87603 16.75145 8.57949
H 26.33194 15.15393 9.05173
H 23.91348 14.87188 6.39584
H 23.52593 16.33612 6.90769
C 23.22413 14.84370 -0.74138
O 23.09343 14.88470 0.65476
C 23.88071 13.99694 1.42978
C 23.85735 12.53369 1.01285
C 22.59302 11.79749 1.44459
N 25.02794 11.87372 1.57345
H 24.23660 14.89448 -1.16237
H 22.60126 15.66222 -1.09503
H 22.83556 13.90725 -1.16124
H 24.91688 14.34931 1.30328
H 23.62247 14.13873 2.47942
H 23.94014 12.42362 -0.07803
H 22.55248 10.73528 1.20498
H 21.68424 12.22523 1.01016
H 22.42331 11.97340 2.51113
H 25.84926 12.41403 1.32424
H 25.17668 10.93468 1.23024
C 30.91964 12.19263 3.86371
O 31.87190 11.18509 3.60369
C 32.72600 11.54674 2.53771
C 33.60354 10.41995 2.02565
C 34.68964 10.90401 1.08173
N 32.88326 9.28254 1.43477
H 30.26773 11.89490 4.68057
H 30.31874 12.35282 2.96247
H 31.39762 13.15623 4.06169
H 32.12266 11.80279 1.65412
H 33.40732 12.36084 2.79303
H 34.11416 10.02767 2.92631
H 35.17675 11.80357 1.46749
H 34.20048 11.19552 0.14747
H 35.48120 10.18680 0.87951
H 32.31847 8.86499 2.17814
H 33.56348 8.55572 1.23331
C 21.20352 13.72868 5.05491
O 20.63396 13.64820 3.76630
C 19.45274 14.36402 3.58406
C 18.90297 14.07369 2.19617
C 19.76457 14.62560 1.05434
N 17.59538 14.74100 2.05018
H 22.19930 13.28461 5.03841
H 20.62104 13.05030 5.69654
H 21.12293 14.73743 5.46985
H 18.68980 14.11442 4.34062
H 19.55558 15.45173 3.71490
H 18.84120 12.98169 2.11047
H 20.70465 14.07156 1.03381
H 20.03622 15.67930 1.11130
H 19.27955 14.48489 0.08613
H 17.04373 14.36183 2.82037
H 17.14108 14.49948 1.18093
C 33.91168 5.56137 5.99638
O 32.75071 6.08420 6.61378
C 31.84335 6.71040 5.69087
C 32.48577 7.95827 5.06950
C 32.65069 9.03312 6.09961
N 31.50087 8.39754 4.02562
H 33.76429 5.16492 4.99010
H 34.25154 4.76694 6.66356
H 34.70450 6.31682 6.00402
H 31.55536 5.95892 4.95034
H 30.98869 6.96374 6.31956
H 33.42181 7.79775 4.53227
H 33.00074 9.96998 5.66045
H 33.38462 8.77473 6.86974
H 31.72864 9.26424 6.63899
H 30.59447 8.25907 4.45714
H 31.60505 9.41087 3.88595
C 28.84964 6.38375 3.37119
O 28.57622 5.49473 4.44084
C 27.29572 5.61054 5.07961
C 26.17624 5.20117 4.11737
C 24.82812 5.37010 4.76767
N 26.39287 3.77747 3.73586
H 29.83314 6.15688 2.95948
H 28.92210 7.38861 3.78945
H 28.15901 6.27327 2.53106
H 27.28934 4.92475 5.92854
H 27.17822 6.58568 5.56269
H 26.27683 5.78189 3.19213
H 23.96523 5.07877 4.16614
H 24.78365 6.43112 5.02490
H 24.72606 4.74870 5.66059
H 25.66896 3.62141 3.03293
H 27.24103 3.81381 3.16686
C 25.36179 8.09208 7.80934
O 25.24287 7.24148 8.93253
C 24.24092 6.25333 8.82671
C 22.94126 6.83630 9.38918
C 23.01632 7.04907 10.90169
N 21.76898 5.92551 9.22243
H 26.09550 8.83624 8.11489
H 24.45213 8.66689 7.60084
H 25.67359 7.58486 6.89888
H 24.08500 5.80903 7.83960
H 24.53044 5.45065 9.50770
H 22.71371 7.83369 8.99272
H 23.95113 7.53573 11.19864
H 22.97396 6.12391 11.47611
H 22.20960 7.71084 11.22346
H 20.96616 6.48412 9.48532
H 21.70618 5.66632 8.24095
C 28.38975 9.29902 5.88010
O 27.01182 9.37760 5.63625
C 26.60867 10.61154 5.03951
C 25.07872 10.68293 5.25255
C 24.40592 9.49325 4.59215
N 24.48287 11.92628 4.80209
H 28.60759 8.39222 6.44684
H 28.74481 10.08988 6.56033
H 29.02299 9.40667 4.99482
H 27.14364 11.44292 5.51054
H 26.81606 10.65679 3.96263
H 24.94733 10.62605 6.33717
H 24.66388 9.47707 3.52651
H 23.32139 9.44511 4.66830
H 24.83936 8.56061 4.95180
H 24.94531 12.74186 5.19933
H 24.57395 12.05007 3.79408
```

HOMO level in eV: -8.44
Total charge: 0
Orbital gap in eV: 8.7

Results of the Löwdin charge analysis, in e, for atoms 1 through 4: C -0.10; O -0.18; C -0.20; C -0.45

<Q>
The following is a DFT calculation (ωB97M-V/def2-TZVPD) of a cluster of 11 separate species, C44H121N11O11 in total.

Structure (XYZ):
```
187
C44H121N11O11 (ωB97M-V/def2-TZVPD)
C -3.22197 -13.58473 -11.94773
O -3.17686 -12.55128 -11.00013
C -4.17793 -11.54929 -10.90561
C -5.46783 -12.01016 -10.25269
C -6.64018 -11.12232 -10.39861
N -5.28356 -12.25938 -8.87419
H -2.40239 -14.25303 -11.68360
H -3.09192 -13.22759 -12.96931
H -4.13717 -14.15612 -11.79271
H -3.74314 -10.62028 -10.53682
H -4.48338 -11.30821 -11.92378
H -5.65988 -12.98599 -10.69875
H -6.73589 -10.84914 -11.44947
H -6.57789 -10.19297 -9.83246
H -7.56142 -11.56736 -10.02263
H -4.42832 -12.79313 -8.81273
H -5.07794 -11.40512 -8.37612
C -9.33054 -12.88534 -27.70825
O -9.56345 -13.39284 -29.00132
C -8.42994 -14.01995 -29.65205
C -8.82070 -15.04913 -30.71346
C -9.38939 -16.30800 -29.98655
N -7.68814 -15.27353 -31.61157
H -8.30382 -12.55793 -27.54469
H -9.43713 -13.76672 -27.07587
H -9.92862 -12.04480 -27.35625
H -7.75990 -13.28285 -30.09457
H -7.82799 -14.57273 -28.93081
H -9.58812 -14.58879 -31.33575
H -10.31219 -16.15517 -29.42693
H -8.57031 -16.60122 -29.32988
H -9.49871 -17.24405 -30.53425
H -7.57087 -14.31786 -31.91658
H -7.79920 -15.79049 -32.47211
C -2.14297 -11.79648 -27.47146
O -1.16059 -11.89212 -26.42891
C -1.17728 -13.23918 -25.79471
C -2.46846 -13.90313 -25.22180
C -3.04875 -13.07471 -24.06308
N -2.26156 -15.19291 -24.59903
H -1.89559 -12.44905 -28.30876
H -2.23348 -10.81235 -27.93124
H -3.10969 -12.09096 -27.06301
H -0.80542 -13.92751 -26.55366
H -0.50192 -13.20237 -24.93994
H -3.14432 -13.98365 -26.07318
H -3.19981 -12.06078 -24.43353
H -2.32659 -13.00298 -23.24979
H -3.90452 -13.50954 -23.54668
H -2.52858 -15.95569 -25.20480
H -2.83762 -15.30336 -23.77680
C 0.16802 -8.87510 -18.53896
O 0.42449 -7.87861 -19.45027
C 1.05798 -8.39574 -20.61588
C 1.26582 -7.22820 -21.59216
C 0.02123 -6.51468 -22.09134
N 1.98578 -7.67511 -22.75189
H 1.06595 -9.17006 -17.99601
H -0.29655 -9.71208 -19.06024
H -0.43604 -8.39828 -17.76704
H 2.06910 -8.74004 -20.39865
H 0.44727 -9.15896 -21.09820
H 1.83247 -6.42511 -21.12094
H 0.28502 -5.68659 -22.74920
H -0.46874 -6.05606 -21.23245
H -0.60516 -7.23472 -22.61791
H 2.60141 -8.42488 -22.47092
H 1.41207 -8.31062 -23.28769
C -5.98011 0.33727 -9.24636
O -4.68454 0.79080 -9.68308
C -4.15608 1.94914 -8.95099
C -4.78179 3.28950 -9.28821
C -4.74338 3.52669 -10.76670
N -4.00676 4.38959 -8.74079
H -6.34583 -0.47691 -9.87202
H -6.70799 1.14628 -9.18482
H -5.88077 -0.18955 -8.29731
H -4.29715 1.78300 -7.88300
H -3.07849 2.03550 -9.09044
H -5.80791 3.14940 -8.94830
H -5.18593 4.44274 -11.15799
H -5.46256 2.83688 -11.20836
H -3.79246 3.21348 -11.19767
H -3.27162 4.54851 -9.41489
H -4.53373 5.23761 -8.89329
C 2.91386 -1.42695 -13.32170
O 4.10389 -2.12669 -13.10793
C 4.87155 -2.35980 -14.28047
C 5.41144 -1.08421 -15.06546
C 5.94192 -1.34855 -16.42567
N 6.43797 -0.35338 -14.34470
H 3.07678 -0.37121 -13.53839
H 2.41108 -1.59111 -12.36862
H 2.31509 -1.95661 -14.06267
H 5.74856 -2.93478 -13.98325
H 4.29338 -2.94119 -14.99867
H 4.54199 -0.43837 -15.18814
H 5.20063 -1.82545 -17.06688
H 6.84926 -1.94968 -16.48473
H 6.11904 -0.33822 -16.79442
H 6.05682 -0.03295 -13.46598
H 6.60475 0.52425 -14.81592
C -11.50112 2.86941 -12.68304
O -11.59321 4.28528 -12.56325
C -12.90370 4.62608 -12.11168
C -13.12736 6.14227 -11.83433
C -12.55663 6.49005 -10.40465
N -14.46383 6.69535 -12.16212
H -11.80281 2.35347 -11.77152
H -10.53387 2.43022 -12.92726
H -12.04294 2.59875 -13.58929
H -13.58472 4.48107 -12.95031
H -13.32614 4.01470 -11.31427
H -12.51722 6.68340 -12.55754
H -12.49162 7.57268 -10.29607
H -11.54415 6.08742 -10.37491
H -13.12208 6.16242 -9.53228
H -14.49847 7.66245 -11.87298
H -14.65804 6.71681 -13.15302
C -7.72361 -16.30184 -17.62540
O -7.47689 -14.99499 -18.02468
C -8.26989 -13.97937 -17.43564
C -9.72549 -13.92280 -17.90811
C -9.99349 -13.76237 -19.39078
N -10.34354 -12.77781 -17.24287
H -7.50228 -16.38228 -16.56115
H -6.99627 -16.93286 -18.13618
H -8.75725 -16.58191 -17.82853
H -8.22320 -14.05541 -16.34930
H -7.66159 -13.12851 -17.74242
H -10.17968 -14.84221 -17.53868
H -9.58752 -14.61221 -19.93948
H -9.65007 -12.79242 -19.75045
H -11.03549 -13.79301 -19.70921
H -9.98711 -11.97730 -17.74511
H -11.32455 -12.79672 -17.48237
C -5.71059 -5.00294 -16.46707
O -6.79033 -4.40025 -17.22753
C -6.75943 -4.60079 -18.59200
C -6.99363 -6.05087 -18.97666
C -6.95212 -6.36630 -20.47888
N -8.26076 -6.42330 -18.42963
H -5.29990 -4.31848 -15.72481
H -4.79895 -5.24247 -17.01448
H -6.09706 -5.92175 -16.02602
H -7.51509 -3.92932 -18.99969
H -5.78198 -4.31574 -18.98115
H -6.25224 -6.69124 -18.49878
H -7.87210 -5.99342 -20.92911
H -6.96725 -7.44886 -20.60512
H -6.09049 -5.89087 -20.94757
H -8.24352 -6.06910 -17.48394
H -8.99010 -5.88318 -18.87285
C -12.53378 -4.67083 -7.66676
O -13.11513 -3.90613 -8.72206
C -14.18972 -4.30803 -9.49785
C -13.86366 -5.64943 -10.21738
C -12.65447 -5.52629 -11.20563
N -14.97757 -5.96099 -11.10935
H -13.33535 -5.09525 -7.06224
H -11.95439 -3.99532 -7.03740
H -11.94524 -5.45337 -8.14569
H -15.14549 -4.33301 -8.97439
H -14.26703 -3.54792 -10.27525
H -13.63285 -6.44515 -9.50911
H -12.32662 -6.53158 -11.47019
H -11.79046 -5.08439 -10.70933
H -12.94729 -5.03762 -12.13491
H -14.97958 -5.42007 -11.96229
H -15.88782 -5.83204 -10.69113
C -14.25094 -3.56355 -18.77944
O -14.21435 -4.92208 -19.05334
C -15.39341 -5.59730 -18.59125
C -15.48933 -7.08999 -18.92228
C -15.64791 -7.41361 -20.41528
N -16.51548 -7.84042 -18.20256
H -14.97573 -3.00909 -19.37554
H -13.27561 -3.09821 -18.92189
H -14.55835 -3.41711 -17.74400
H -15.56481 -5.52494 -17.51724
H -16.23247 -5.09686 -19.07460
H -14.54177 -7.51305 -18.58875
H -14.89517 -6.80057 -20.91092
H -16.66118 -7.16008 -20.72689
H -15.43374 -8.47193 -20.56415
H -16.77655 -8.63962 -18.76224
H -16.07205 -8.21865 -17.37770
```

HOMO level in eV: -8.86
Total charge: 0
Orbital gap in eV: 9.2

Results of the Löwdin charge analysis, in e, for atoms 1 through 4: C -0.10; O -0.20; C -0.19; C -0.50

Most stable of them? <P>.

<P>
The following is a DFT calculation (ωB97M-V/def2-TZVPD) of the molecule C5H8ClNS.

Structure (XYZ):
```
16
C5H8ClNS (ωB97M-V/def2-TZVPD)
S 0.27879 0.79069 2.09595
C -0.45745 0.45679 0.59640
C -0.86860 -0.97240 0.46964
N 0.38144 -1.55723 0.04095
C 1.34357 -0.36335 -0.51378
C 0.40247 0.73165 -0.58961
Cl -0.55283 0.29495 -2.37014
C -0.76833 1.80258 -0.07506
H 1.03008 -0.42546 2.09878
H -1.31479 -1.41405 1.26864
H -1.68837 -1.10249 -0.20164
H 0.22984 -2.14895 -0.95711
H 2.23745 -0.14408 0.14422
H 1.64801 -0.71913 -1.48841
H -1.40962 1.96197 -0.99007
H -0.49166 2.80851 0.47125
```

HOMO level in eV: -9.05
Total charge: 0
Orbital gap in eV: 9.3

Results of the Löwdin charge analysis, in e, for atoms 1 through 4: S 0.87; C -0.88; C -0.30; N -0.06

<Q>
The following is a DFT calculation (ωB97M-V/def2-TZVPD) of the molecule C5H8ClNS.

Structure (XYZ):
```
16
C5H8ClNS (ωB97M-V/def2-TZVPD)
S 1.29181 -2.52112 -1.46555
C 0.49136 -1.10444 -1.77950
N 0.30306 -0.08978 -0.83081
C -0.53930 1.17344 -0.85180
C 0.01823 1.48256 0.57724
C 0.54303 0.03227 0.57538
C -0.34597 -0.84655 1.45223
Cl -0.27879 -2.62420 1.08032
H 0.25040 -0.79599 -2.79054
H -0.23766 1.99689 -1.66587
H -1.68883 0.92258 -0.96863
H -0.74668 1.63339 1.28843
H 0.78920 2.34047 0.69515
H 1.54429 -0.14110 0.89427
H -1.37265 -0.60404 1.30739
H -0.02153 -0.85437 2.48229
```

HOMO level in eV: -7.84
Total charge: 0
Orbital gap in eV: 8.4

Results of the Löwdin charge analysis, in e, for atoms 1 through 4: S 0.54; C -0.63; N -0.15; C -0.11

Most stable of them? <Q>.